Entry 1:
A molecular structure, C10H14BClN6Ni. Source: the Open Molecules 2025 dataset; level of theory: ωB97M-V/def2-TZVPD.

Geometry as ORCA input:
```
! RIJCOSX wB97M-V def2-TZVPD def2/J DEFGRID3
* xyz 2 3
C 2.399 -1.533 -1.094
N 1.879 -0.449 -0.481
N 2.894 0.417 -0.210
C 4.055 -0.124 -0.654
C 3.787 -1.369 -1.225
B 2.729 1.766 0.584
N 1.616 2.603 -0.094
N 0.412 2.071 -0.418
C -0.328 3.053 -0.965
C 0.408 4.253 -0.989
C 1.640 3.918 -0.428
Ni 0.000 0.000 0.000
N 2.408 1.511 2.067
N 1.324 0.798 2.476
C 1.422 0.721 3.810
C 2.576 1.388 4.286
C 3.179 1.881 3.134
H 0.653 0.193 4.380
H 4.087 2.466 2.989
H 2.916 1.504 5.315
H 3.787 2.352 0.493
H 2.532 4.515 -0.243
H 4.990 0.419 -0.523
H 0.093 5.223 -1.372
H 4.497 -2.060 -1.676
H -1.337 2.844 -1.322
H 1.744 -2.347 -1.399
H -0.692 0.580 1.530
C -1.486 0.401 0.781
H -1.984 1.354 0.548
H -1.395 -0.160 -0.415
H -2.186 -0.363 1.142
Cl -0.317 -2.094 0.459
*
```

Orbital gap (spin up / spin down) (eV): 8.304 / 4.335
E_HOMO (spin up / spin down) (eV): -15.9 / -15.9
Energy (eV): -73759.4348
<S²>: 2.052


Entry 2:
A molecular structure, C55H42ClKNO3P2S. Source: the Open Molecules 2025 dataset; level of theory: ωB97M-V/def2-TZVPD.

Geometry as ORCA input:
```
! RIJCOSX wB97M-V def2-TZVPD def2/J DEFGRID3
* xyz -1 1
K -1.145 0.779 -0.557
O -0.143 -0.688 0.827
S 1.179 -1.132 1.366
C 1.511 -2.800 0.700
C 2.561 -3.476 1.336
C 2.959 -4.708 0.864
C 2.315 -5.242 -0.254
C 1.309 -4.527 -0.873
C 0.860 -3.264 -0.439
P -0.621 -2.179 -1.685
C -1.853 -3.553 -1.335
C -1.872 -4.213 -0.106
C -2.803 -5.203 0.180
C -3.758 -5.568 -0.757
C -3.774 -4.912 -1.978
C -2.840 -3.922 -2.253
C 0.270 -2.818 -3.174
C 1.633 -2.542 -3.281
C 2.366 -2.938 -4.388
C 1.749 -3.634 -5.420
C 0.394 -3.912 -5.334
C -0.335 -3.499 -4.225
C 0.762 -1.485 3.083
C 1.814 -1.477 3.986
C 1.586 -1.696 5.337
C 0.289 -1.895 5.770
C -0.766 -1.845 4.867
C -0.573 -1.620 3.503
P -2.042 -1.601 2.340
C -2.422 0.200 2.185
C -1.731 1.223 2.832
C -2.085 2.550 2.632
C -3.119 2.881 1.766
C -3.809 1.875 1.107
C -3.466 0.545 1.323
C -3.381 -2.069 3.521
C -4.092 -1.186 4.334
C -5.110 -1.642 5.159
C -5.434 -2.992 5.188
C -4.742 -3.880 4.377
C -3.733 -3.417 3.543
H 3.068 -3.053 2.196
H 3.763 -5.244 1.354
H 2.614 -6.211 -0.639
H 0.836 -4.963 -1.752
H -1.150 -3.948 0.651
H -2.770 -5.691 1.148
H -4.478 -6.346 -0.535
H -4.516 -5.161 -2.728
H -2.911 -3.400 -3.198
H 2.124 -1.997 -2.484
H 3.420 -2.694 -4.446
H 2.320 -3.945 -6.286
H -0.107 -4.443 -6.135
H -1.393 -3.713 -4.190
H 2.816 -1.278 3.628
H 2.411 -1.696 6.038
H 0.082 -2.066 6.819
H -1.769 -1.978 5.244
H -0.911 0.979 3.497
H -1.536 3.337 3.135
H -3.359 3.921 1.587
H -4.604 2.121 0.415
H -4.007 -0.242 0.808
H -3.849 -0.130 4.322
H -5.652 -0.939 5.781
H -6.229 -3.348 5.831
H -4.997 -4.933 4.379
H -3.219 -4.112 2.888
N 1.012 0.709 -2.435
C 0.896 0.478 -3.806
C 2.011 0.579 -4.636
C 1.929 0.262 -5.981
C 0.723 -0.150 -6.525
C -0.392 -0.233 -5.701
C -0.335 0.063 -4.345
C -1.607 0.029 -3.538
C -2.442 1.139 -3.730
C -3.658 1.266 -3.080
C -4.043 0.263 -2.203
C -3.214 -0.830 -1.998
C -1.983 -1.019 -2.661
H 1.863 1.159 -2.134
H 0.224 1.197 -2.045
H 2.954 0.901 -4.206
H 2.813 0.337 -6.603
H 0.647 -0.409 -7.573
H -1.343 -0.556 -6.111
H -2.110 1.918 -4.407
H -4.281 2.136 -3.249
H -4.992 0.328 -1.678
H -3.533 -1.584 -1.283
Cl 0.066 7.754 2.349
C -0.182 6.337 1.347
C -1.111 6.390 0.291
C -1.329 5.300 -0.503
C -0.649 4.045 -0.291
O -0.919 3.029 -0.984
C 0.324 4.051 0.768
C 1.141 2.894 1.072
O 1.150 1.821 0.492
C 0.525 5.190 1.566
H -1.651 7.313 0.116
H -2.046 5.336 -1.313
H 1.828 3.043 1.935
H 1.256 5.146 2.367
*
```

Orbital gap (eV): 5.388
E_HOMO (eV): -3.3
Relative energy (zero: lowest compared OMol25 entry of this formula, charge and spin) (eV): 0.864
Energy (eV): -123610.5486


Entry 3:
C11H13NO2 in the gas phase. Source: the Open Molecules 2025 dataset; level of theory: ωB97M-V/def2-TZVPD.

Geometry as ORCA input:
```
! RIJCOSX wB97M-V def2-TZVPD def2/J DEFGRID3
* xyz 0 1
C -2.830 1.707 -3.325
C -3.116 1.824 -1.800
C -1.758 1.945 -1.112
O -1.233 0.609 -1.100
C 0.023 0.471 -0.512
O 0.748 1.407 -0.306
N 0.062 -0.868 -0.135
C 1.139 -1.383 0.668
C 1.205 -2.613 1.170
C 2.145 -2.937 2.257
C 2.585 -1.968 3.087
C 2.664 -0.670 2.569
C 3.354 -0.338 1.287
C 2.071 -0.453 1.125
H -3.324 2.564 -4.024
H -1.797 1.527 -3.420
H -3.388 0.855 -3.798
H -3.643 0.989 -1.328
H -3.737 2.770 -1.435
H -1.036 2.583 -1.654
H -1.705 2.397 -0.121
H -0.764 -1.374 -0.058
H 0.632 -3.421 0.705
H 2.083 -3.935 2.587
H 3.118 -2.130 4.032
H 2.265 0.163 3.289
H 4.238 0.280 1.352
*
```

Orbital gap (eV): 8.742
E_HOMO (eV): -8.1
Structure (SMILES): CCCOC(=O)NC1=CC=C[C@H]2C=C12
Relative energy (zero: lowest compared OMol25 entry of this formula, charge and spin) (eV): 6.030
Energy (eV): -17197.8108


Entry 4:
12 unconnected molecules or ions with the total composition C42H117N9O12. Source: the Open Molecules 2025 dataset; level of theory: ωB97M-V/def2-TZVPD.

Geometry as ORCA input:
```
! RIJCOSX wB97M-V def2-TZVPD def2/J DEFGRID3
* xyz 1 2
C 3.508 4.866 11.213
C 3.666 6.245 10.573
C 4.226 7.277 11.595
O 3.276 7.561 12.601
C 3.757 8.356 13.677
N 4.435 6.135 9.353
H 2.952 4.239 10.516
H 2.835 5.061 12.048
H 4.488 4.540 11.561
H 2.715 6.669 10.250
H 4.739 8.151 11.195
H 5.064 6.725 12.020
H 4.273 9.254 13.339
H 4.429 7.767 14.301
H 2.921 8.774 14.238
H 3.818 5.703 8.680
H 4.527 7.034 8.902
C 0.217 -2.423 9.957
C 0.467 -3.345 8.719
C 1.235 -2.688 7.541
O 0.584 -1.593 6.896
C -0.053 -2.008 5.728
N 1.337 -4.443 9.183
H -0.371 -1.583 9.589
H 1.123 -1.995 10.386
H -0.318 -2.932 10.760
H -0.472 -3.764 8.359
H 1.652 -3.457 6.889
H 2.078 -2.175 8.004
H 0.639 -2.309 4.941
H -0.683 -1.260 5.247
H -0.737 -2.838 5.909
H 2.113 -3.983 9.635
H 1.749 -4.901 8.382
C 2.714 4.159 15.080
C 3.583 5.008 16.023
C 2.923 5.406 17.378
O 3.896 5.937 18.248
C 4.421 7.231 18.151
N 4.805 4.184 16.289
H 3.239 3.698 14.244
H 1.880 4.765 14.726
H 2.444 3.275 15.658
H 3.775 5.927 15.469
H 2.469 4.465 17.688
H 2.111 6.090 17.129
H 3.683 7.978 18.444
H 4.764 7.287 17.118
H 5.296 7.349 18.790
H 5.245 4.611 17.092
H 4.566 3.266 16.637
C -0.801 3.674 15.574
C -1.652 4.529 16.540
C -0.805 5.192 17.597
O -0.236 4.237 18.491
C 0.483 4.740 19.659
N -2.329 5.419 15.644
H -1.296 3.025 14.851
H -0.269 2.893 16.118
H -0.094 4.253 14.980
H -2.383 3.901 17.049
H -1.331 5.964 18.158
H 0.000 5.741 17.109
H 0.952 5.704 19.462
H 1.227 3.990 19.928
H -0.198 4.901 20.495
H -2.671 4.875 14.865
H -1.610 5.890 15.115
C -1.640 0.443 16.584
C -2.704 -0.076 15.689
C -2.223 -1.064 14.665
O -1.088 -0.551 13.921
C -0.679 -1.448 12.928
N -3.882 -0.586 16.470
H -1.971 1.290 17.185
H -0.702 0.746 16.119
H -1.383 -0.383 17.248
H -3.017 0.831 15.172
H -3.070 -1.285 14.016
H -1.842 -1.906 15.243
H -1.419 -1.495 12.128
H -0.511 -2.456 13.309
H 0.313 -1.159 12.582
H -3.524 -1.136 17.238
H -4.440 -1.255 15.957
C -6.072 5.564 14.227
C -5.801 4.264 14.891
C -4.940 3.356 13.983
O -3.748 4.015 13.539
C -2.980 3.322 12.537
N -5.131 4.520 16.144
H -6.814 5.371 13.452
H -5.262 6.111 13.746
H -6.498 6.205 14.999
H -6.696 3.758 15.254
H -5.443 3.045 13.067
H -4.778 2.398 14.476
H -2.021 3.825 12.405
H -3.550 3.434 11.615
H -2.767 2.270 12.727
H -4.908 3.590 16.470
H -4.235 4.955 15.975
C 4.252 0.969 11.709
C 4.247 1.017 10.231
C 5.579 1.104 9.494
O 5.502 1.137 8.063
C 5.022 2.425 7.637
N 3.537 -0.147 9.706
H 3.255 0.839 12.129
H 4.617 1.939 12.048
H 4.795 0.101 12.082
H 3.645 1.894 9.994
H 6.254 0.302 9.794
H 6.178 1.915 9.909
H 3.933 2.436 7.684
H 5.218 2.587 6.577
H 5.436 3.268 8.191
H 4.047 -0.507 8.912
H 2.588 0.073 9.442
C -6.846 3.157 10.129
C -6.889 1.637 9.869
C -5.727 0.834 10.373
O -4.563 1.021 9.530
C -3.361 0.322 9.890
N -8.139 1.127 10.492
H -6.134 3.650 9.467
H -6.724 3.367 11.191
H -7.810 3.543 9.797
H -7.019 1.521 8.793
H -6.115 -0.181 10.458
H -5.633 1.180 11.402
H -3.599 -0.735 9.770
H -3.062 0.566 10.909
H -2.584 0.547 9.160
H -8.250 0.152 10.253
H -8.988 1.498 10.092
C 4.126 4.113 4.080
C 3.684 5.503 4.574
C 3.907 5.749 6.138
O 3.299 4.800 6.979
C 1.882 4.898 6.973
N 4.366 6.555 3.810
H 5.175 3.967 3.822
H 3.532 3.978 3.177
H 3.808 3.342 4.783
H 2.608 5.534 4.405
H 3.522 6.700 6.507
H 4.984 5.765 6.303
H 1.523 4.332 7.833
H 1.460 4.374 6.115
H 1.558 5.937 6.912
H 5.210 6.811 4.302
H 3.879 7.439 3.854
C 1.465 1.719 5.403
C 0.195 1.690 6.273
O 0.492 1.067 7.510
H 1.641 0.703 5.051
H 2.307 2.135 5.956
H 1.205 2.316 4.530
H -0.541 1.029 5.816
H -0.252 2.678 6.377
H 0.655 0.142 7.307
C -1.777 4.285 8.922
C -0.962 5.462 9.460
O -0.235 4.917 10.560
H -2.401 4.677 8.118
H -2.556 4.011 9.633
H -1.190 3.427 8.595
H -1.600 6.282 9.791
H -0.307 5.909 8.713
H 0.078 4.023 10.404
C 0.521 2.261 12.449
C 0.247 1.417 11.211
O 0.603 2.219 10.101
H -0.114 3.147 12.441
H 1.520 2.696 12.440
H 0.365 1.685 13.361
H -0.821 1.221 11.112
H 0.750 0.452 11.275
H 0.586 1.843 9.218
*
```

Orbital gap (spin up / spin down) (eV): 7.393 / 1.819
E_HOMO (spin up / spin down) (eV): -10.1 / -10.1
Relative energy (zero: lowest compared OMol25 entry of this formula, charge and spin) (eV): 1.739
Energy (eV): -83415.6670
<S²>: 0.754


Entry 5:
C13H13N3 in the gas phase. Source: the Open Molecules 2025 dataset; level of theory: ωB97M-V/def2-TZVPD.

Geometry as ORCA input:
```
! RIJCOSX wB97M-V def2-TZVPD def2/J DEFGRID3
* xyz 0 1
N -0.228 1.405 -0.225
C -0.261 0.140 -0.198
N 0.469 -0.628 -1.070
C 1.389 -0.235 -2.037
C 1.783 1.087 -2.204
C 2.712 1.411 -3.174
C 3.267 0.430 -3.978
C 2.885 -0.890 -3.807
C 1.949 -1.222 -2.848
N -1.032 -0.663 0.649
C -1.586 -0.358 1.886
C -1.082 0.655 2.702
C -1.630 0.871 3.952
C -2.679 0.093 4.412
C -3.179 -0.920 3.605
C -2.638 -1.148 2.356
H -0.870 1.855 0.415
H 0.379 -1.629 -0.963
H 1.345 1.840 -1.572
H 2.999 2.446 -3.309
H 3.993 0.702 -4.730
H 3.316 -1.665 -4.422
H 1.639 -2.250 -2.731
H -1.296 -1.567 0.290
H -0.251 1.256 2.366
H -1.213 1.640 4.588
H -3.102 0.267 5.393
H -3.991 -1.539 3.957
H -3.023 -1.943 1.733
*
```

Orbital gap (eV): 8.720
E_HOMO (eV): -8.1
Structure (SMILES): N=C(Nc1ccccc1)Nc1ccccc1
Relative energy (zero: lowest compared OMol25 entry of this formula, charge and spin) (eV): 0.000
Energy (eV): -18162.5473


Entry 6:
A molecular structure, C37H30BrIrNS5Sb. Source: the Open Molecules 2025 dataset; level of theory: ωB97M-V/def2-TZVPD.

Geometry as ORCA input:
```
! RIJCOSX wB97M-V def2-TZVPD def2/J DEFGRID3
* xyz 1 2
Ir 0.046 0.264 -0.880
S 1.820 -0.197 -2.451
C 2.665 -1.499 -1.656
C 4.014 -1.684 -1.977
C 4.745 -2.703 -1.409
C 4.141 -3.573 -0.511
C 2.808 -3.412 -0.180
C 2.068 -2.377 -0.737
S 0.304 -2.308 -0.430
C 0.216 -2.182 1.401
C -0.701 -1.097 1.899
C -1.033 -1.056 3.250
C -1.891 -0.066 3.695
C -2.399 0.855 2.792
C -2.019 0.761 1.460
C -2.565 1.687 0.422
S -1.210 2.539 -0.516
C -1.858 2.636 -2.181
C -2.001 3.895 -2.741
C -2.447 4.031 -4.046
C -2.764 2.900 -4.785
C -2.625 1.645 -4.231
C -2.146 1.488 -2.930
S -1.948 -0.129 -2.323
N -1.176 -0.195 1.044
H 4.474 -1.018 -2.689
H 5.784 -2.824 -1.679
H 4.695 -4.406 -0.108
H 2.324 -4.108 0.488
H 1.237 -2.003 1.754
H -0.124 -3.149 1.775
H -0.642 -1.791 3.935
H -2.180 -0.020 4.733
H -3.079 1.627 3.116
H -3.187 2.463 0.866
H -3.129 1.115 -0.319
H -1.763 4.767 -2.153
H -2.549 5.011 -4.483
H -3.132 2.999 -5.794
H -2.852 0.760 -4.805
Br 0.821 2.252 2.509
S 1.813 1.285 0.835
Sb 3.453 -0.593 2.535
C 5.298 -0.531 1.432
C 6.398 -1.258 1.854
C 7.562 -1.248 1.106
C 7.641 -0.477 -0.042
C 6.559 0.295 -0.434
C 5.382 0.252 0.293
C 3.965 0.920 3.991
C 3.890 0.729 5.359
C 4.258 1.757 6.213
C 4.688 2.970 5.702
C 4.755 3.159 4.331
C 4.391 2.134 3.475
C 3.587 -2.510 3.575
C 2.815 -2.719 4.706
C 2.947 -3.898 5.420
C 3.830 -4.875 4.984
C 4.539 -4.694 3.808
C 4.404 -3.517 3.090
H 6.354 -1.836 2.764
H 8.401 -1.856 1.415
H 8.548 -0.470 -0.626
H 6.622 0.917 -1.315
H 4.525 0.832 -0.025
H 3.562 -0.217 5.767
H 4.206 1.610 7.281
H 4.973 3.773 6.367
H 5.086 4.102 3.921
H 4.449 2.273 2.403
H 2.121 -1.954 5.037
H 2.370 -4.059 6.320
H 3.960 -5.783 5.553
H 5.209 -5.465 3.454
H 4.944 -3.381 2.165
*
```

Orbital gap (spin up / spin down) (eV): 4.634 / 3.048
E_HOMO (spin up / spin down) (eV): -9.1 / -8.9
Energy (eV): -173934.6487
<S²>: 0.766


Entry 7:
2 unconnected molecules or ions with the total composition C3H8OS2. Source: the Open Molecules 2025 dataset; level of theory: ωB97M-V/def2-TZVPD.

Geometry as ORCA input:
```
! RIJCOSX wB97M-V def2-TZVPD def2/J DEFGRID3
* xyz 0 1
C 0.286 -1.330 -0.315
C 1.228 -0.091 -0.204
S 1.369 0.418 1.460
S -0.600 0.147 1.812
C -0.630 -1.414 0.956
H 0.779 -2.310 -0.462
H -0.319 -1.119 -1.218
H 2.239 -0.352 -0.571
H 0.844 0.735 -0.832
H -1.715 -1.495 0.756
H -0.352 -2.239 1.640
O -0.900 3.179 -0.669
H -0.785 3.509 -1.589
H -1.443 2.364 -0.764
*
```

Orbital gap (eV): 8.767
E_HOMO (eV): -8.1
Structure (SMILES): C1CSSC1.O
Relative energy (zero: lowest compared OMol25 entry of this formula, charge and spin) (eV): 0.043
Energy (eV): -26958.5661